Formula: H68O34
Source: the OMol25 dataset
Level of theory: ωB97M-V with the def2-TZVPD basis set

The energy above the lowest of the compared OMol25 structures with the same formula, charge and spin comes out at 4.349 eV. For the HOMO energy, the calculation gives -10.3 eV. The calculation puts the energy at -70722.2657 eV.

Structure (ORCA input):
```
! wB97M-V def2-TZVPD RIJCOSX def2/J DEFGRID3
* xyz 0 1
O 9.54 10.36 9.16
H 10.01 11.19 9.24
H 8.66 10.55 9.47
O 10.00 7.54 16.51
H 10.15 7.94 15.66
H 9.91 6.60 16.33
O 11.21 10.29 12.09
H 11.15 9.60 11.44
H 12.15 10.39 12.24
O 5.83 12.72 12.71
H 6.04 12.06 13.37
H 4.90 12.92 12.86
O 8.48 9.88 6.37
H 9.29 10.17 5.95
H 8.43 10.41 7.17
O 14.35 10.93 9.80
H 14.43 11.89 9.84
H 14.12 10.67 10.69
O 9.27 16.70 10.60
H 8.76 15.97 10.94
H 9.32 17.33 11.32
O 9.00 13.56 7.05
H 9.45 14.38 6.82
H 8.07 13.79 7.03
O 6.13 9.99 13.22
H 5.53 10.17 12.49
H 6.87 9.53 12.81
O 11.43 8.02 10.65
H 10.87 8.07 9.88
H 11.96 7.23 10.50
O 10.75 9.30 14.52
H 11.57 9.66 14.85
H 10.70 9.61 13.62
O 9.18 14.43 13.96
H 9.01 13.81 13.25
H 8.32 14.83 14.14
O 11.82 17.00 9.18
H 11.45 16.23 9.61
H 11.10 17.63 9.15
O 8.30 17.03 8.03
H 8.78 16.75 8.81
H 8.72 16.57 7.31
O 13.22 7.67 13.22
H 13.08 8.41 13.81
H 12.45 7.67 12.66
O 7.97 11.63 14.68
H 7.39 11.00 14.24
H 8.16 11.23 15.53
O 10.66 12.89 9.37
H 11.51 13.16 9.04
H 10.05 13.10 8.67
O 12.25 15.43 11.82
H 11.93 14.72 12.36
H 12.98 15.05 11.33
O 7.22 8.11 11.94
H 7.43 7.98 11.01
H 6.34 7.77 12.03
O 14.01 10.65 12.58
H 14.70 10.24 13.10
H 14.35 11.53 12.40
O 6.64 12.00 9.97
H 7.16 12.43 10.65
H 6.18 11.30 10.42
O 6.64 13.85 15.60
H 7.23 13.15 15.31
H 5.81 13.41 15.76
O 10.41 15.96 15.96
H 10.86 16.40 15.23
H 9.90 15.27 15.54
O 8.47 9.89 16.98
H 8.60 10.28 17.85
H 9.31 9.46 16.79
O 11.71 13.35 13.58
H 11.77 12.40 13.45
H 10.78 13.51 13.73
O 7.36 15.03 11.78
H 6.96 14.18 11.96
H 7.11 15.58 12.52
O 9.22 6.15 13.01
H 8.60 5.88 12.34
H 8.83 6.93 13.40
O 6.33 13.76 7.84
H 6.52 13.13 8.53
H 5.38 13.72 7.73
O 9.95 12.59 17.09
H 10.42 11.80 16.84
H 9.11 12.28 17.43
O 9.51 7.51 8.38
H 8.66 7.18 8.66
H 9.40 8.46 8.35
O 6.83 16.24 14.27
H 6.79 16.96 14.90
H 6.71 15.45 14.80
O 9.15 12.29 11.92
H 9.68 11.69 12.44
H 9.65 12.42 11.12
O 13.82 14.54 14.75
H 14.09 14.15 15.58
H 12.95 14.18 14.59
O 13.00 13.73 7.99
H 13.75 14.30 8.14
H 13.27 13.14 7.29
*
```